(1)
23
Properties=species:S:1:pos:R:3:forces:R:3 method="wB97M-V/def2-TZVPD" homo_ev=-7.36 spin_multiplicity=1 e_tot_ha=-367.52837 homo_lumo_gap_ev=8.0 fmax_ev_per_a=3.37 smiles="CC/C=C/NCC.O"
C 0.150355 1.133692 -2.240795 -0.9 0.8 -0.5
C -0.914752 1.548585 -1.165193 2.4 0.8 -1.2
C -0.627896 0.639787 -0.033889 -2.0 -2.6 -0.5
C -1.163162 -0.607967 -0.082416 0.3 -0.2 0.1
N -0.960625 -1.625554 0.894200 -0.1 0.2 -0.3
C 0.352444 -1.680816 1.501734 -0.9 0.8 2.3
C 1.340294 -2.486186 0.710506 2.3 0.5 0.7
H 0.294592 1.916955 -2.995337 -0.1 -0.1 -0.1
H -0.226760 0.243076 -2.725165 0.3 -0.4 -0.3
H 1.135150 0.941383 -1.820484 -0.1 -0.1 0.3
H -0.705021 2.593638 -0.972670 0.0 0.0 0.6
H -1.907074 1.605398 -1.582080 -0.5 -0.8 0.0
H 0.127581 0.861029 0.687806 0.0 0.3 0.1
H -1.776224 -0.999605 -0.937673 0.3 0.9 0.9
H -1.168117 -2.551229 0.538631 -0.3 0.3 -0.1
H 0.277950 -2.101662 2.572220 -0.1 0.4 -1.5
H 0.688484 -0.614157 1.691975 -0.2 -1.4 -0.4
H 1.094088 -2.947771 -0.233465 -0.7 0.1 -0.2
H 2.150983 -1.763515 0.520744 0.2 -0.7 -0.3
H 1.764536 -3.261413 1.359403 0.0 0.0 -0.3
O -0.084271 2.881616 1.112454 0.6 1.1 0.6
H -0.463021 2.735370 1.985410 0.1 0.1 0.0
H 0.620467 3.539345 1.214085 -0.3 -0.1 0.2

(2)
19
Properties=species:S:1:pos:R:3:forces:R:3 method="wB97M-V/def2-TZVPD" homo_ev=-7.94 spin_multiplicity=1 e_tot_ha=-348.12130 homo_lumo_gap_ev=8.5 fmax_ev_per_a=0.43 smiles="C/C=C(/O)CCO.[H][H]"
C -1.702435 -0.869553 2.157921 -0.1 0.0 -0.1
C -0.290826 -0.427183 1.910483 0.1 0.2 -0.1
C 0.284208 0.059647 0.805566 -0.3 -0.2 0.2
O 1.592030 0.439058 0.902467 0.1 0.0 -0.1
C -0.337928 0.075060 -0.582674 0.0 -0.1 0.0
C 0.102704 1.148323 -1.589324 -0.4 0.0 0.0
O 1.521873 1.337725 -1.572590 0.1 0.2 -0.1
H -1.737805 -1.886656 2.570035 0.0 0.2 -0.1
H -2.166577 -0.216468 2.908848 0.0 -0.1 -0.1
H -2.339445 -0.853143 1.267772 0.1 0.0 0.1
H 0.378791 -0.487484 2.766597 -0.1 0.1 0.0
H 1.854792 0.860775 0.067095 0.0 -0.1 0.1
H -1.425750 0.163062 -0.491176 0.2 0.0 0.0
H -0.151776 -0.904649 -1.034796 0.0 0.1 0.1
H -0.404372 2.100934 -1.393692 0.1 -0.1 0.1
H -0.186864 0.812645 -2.594856 -0.1 0.1 0.2
H 1.719495 2.230499 -1.879821 0.0 -0.2 0.0
H 1.546096 -2.145788 -2.161285 0.1 0.0 0.0
H 1.743789 -1.436806 -2.056569 0.0 -0.1 0.0

(3)
44
Properties=species:S:1:pos:R:3:forces:R:3 method="wB97M-V/def2-TZVPD" homo_ev=-9.35 spin_multiplicity=1 e_tot_ha=-993.95718 homo_lumo_gap_ev=9.5 fmax_ev_per_a=2.97 smiles="CC(C)NC(=O)CN.O.O.O.O.O.O.O.O"
C 2.851300 0.733629 -0.474415 0.9 0.0 1.8
C 1.578315 1.609443 -0.554649 0.1 -1.4 -1.9
C 1.993154 2.818738 -1.404837 -1.0 1.7 0.4
N 0.525003 0.760677 -1.264030 1.7 1.8 0.7
C -0.631836 1.314511 -1.599184 -1.4 -1.1 1.0
O -1.065241 2.344723 -1.056751 0.4 -0.3 -1.1
C -1.654757 0.534123 -2.476786 0.0 0.1 -0.3
N -2.880074 0.304487 -1.737179 -0.6 0.5 -0.1
H 3.072349 0.174466 -1.403379 -0.1 0.6 0.4
H 2.888200 0.072060 0.408080 -0.7 -0.4 -0.6
H 3.744847 1.331166 -0.171248 -0.7 0.1 -0.9
H 1.152341 1.890716 0.396476 0.4 0.1 0.3
H 1.966643 3.711148 -0.717195 0.3 -0.7 -0.9
H 2.962222 2.677348 -1.836098 0.9 -0.1 0.2
H 1.416947 3.083041 -2.314862 -0.5 -0.4 0.8
H 0.820024 -0.189563 -1.358033 -0.4 -0.7 -0.8
H -1.421696 -0.415665 -3.005026 0.7 0.4 0.8
H -1.841125 1.175249 -3.341892 -0.2 0.3 0.2
H -3.116083 1.114054 -1.151530 0.2 -0.7 -0.3
H -2.892091 -0.562561 -1.219208 0.2 0.2 0.2
O 0.144293 3.874626 0.837589 1.3 1.1 0.4
H -0.428509 3.401546 0.243274 -0.9 -0.6 -0.3
H -0.164018 3.906209 1.738891 -0.5 -0.3 0.1
O -0.754123 0.845987 2.785369 -0.3 -0.5 2.9
H 0.138514 0.470564 2.691834 -0.5 0.9 -1.2
H -1.419028 1.193820 2.222395 0.5 0.1 -1.6
O 1.556209 -1.956421 -1.203233 -0.7 -0.2 0.8
H 2.483264 -1.727134 -1.059829 -0.3 -0.1 0.2
H 1.141716 -2.058115 -0.306243 0.9 -0.1 -0.8
O -1.662623 -3.494074 0.514511 0.5 0.0 -0.7
H -1.132276 -4.280429 0.687191 -0.2 -0.1 0.4
H -1.376802 -3.310909 -0.433384 -0.4 0.0 1.1
O 0.774975 -2.381214 1.825659 -0.4 0.4 -1.1
H -0.162493 -2.188017 1.572972 0.7 -0.2 0.5
H 0.660625 -3.094086 2.454301 0.0 -0.1 0.3
O -1.494289 -1.970763 3.164555 -0.4 0.3 0.4
H -1.687929 -1.098692 3.547876 0.5 -0.1 -0.1
H -2.203208 -2.082550 2.531280 -0.3 -0.4 -0.3
O 1.804211 0.088012 2.539664 0.5 -0.9 -0.1
H 2.750704 -0.056116 2.696159 -0.4 0.3 0.2
H 1.485998 -0.816792 2.304350 0.1 0.2 0.1
O -1.094253 -3.074366 -1.957546 -0.5 0.1 -0.6
H -2.031811 -3.090451 -2.203603 0.2 -0.1 -0.1
H -0.805057 -2.192414 -2.211193 0.4 0.1 0.0

Relative energy (zero: lowest compared OMol25 entry of this formula, charge and spin) across the listed records, respectively: 64.59, 52.41, 71.34 kcal per mole.